1.
A single C2H3Cl2N molecule at a distorted geometry, computed with ωB97M-V/def2-TZVPD.

Geometry (Å):
C: -1.09 0.00 -0.02
C: 0.37 0.14 -0.11
Cl: 1.05 1.72 0.11
N: 1.14 -0.98 -0.11
Cl: 2.85 -0.79 -0.13
H: -1.73 0.47 -0.80
H: -1.10 -1.05 0.23
H: -1.50 0.49 0.84

multiplicity	1
SMILES string	C/C(Cl)=N/Cl
total energy	-1053.088554	Ha
energy above the lowest of the compared OMol25 structures with the same formula, charge and spin	90.4	kJ/mol
Kohn-Sham gap	10.6	eV

Here are the Löwdin charges for atoms 1 to 5, given in e: number 1, C, carries -0.12; number 2, C, carries -0.85; number 3, Cl, carries 0.63; number 4, N, carries -0.43; number 5, Cl, carries 0.52

---

2.
2 unconnected molecules or ions with the total composition C2H3Cl2N at a distorted geometry, computed with ωB97M-V/def2-TZVPD.

Geometry (Å):
C: -0.60 1.06 0.71
C: 1.04 -1.84 -0.70
N: -1.27 1.00 -0.32
Cl: 1.19 -1.09 -2.21
Cl: 2.24 -1.43 0.36
H: 0.03 1.94 0.97
H: -0.76 0.25 1.50
H: -1.88 0.12 -0.31

multiplicity	1
total energy	-1053.001187	Ha
energy above the lowest of the compared OMol25 structures with the same formula, charge and spin	319.8	kJ/mol
Kohn-Sham gap	8.5	eV

Here are the Löwdin charges for atoms 1 to 5, given in e: number 1, C, carries -0.21; number 2, C, carries -1.08; number 3, N, carries 0.00; number 4, Cl, carries 0.52; number 5, Cl, carries 0.56